{"formula": "C24H40As2FeNSSi2", "method": "ωB97M-V with the def2-TZVPD basis set", "symbols": ["Fe", "N", "C", "C", "C", "C", "C", "C", "C", "C", "C", "H", "H", "H", "H", "C", "C", "C", "C", "C", "C", "H", "H", "H", "H", "H", "H", "H", "H", "H", "C", "As", "C", "C", "S", "H", "H", "H", "H", "H", "H", "H", "H", "H", "C", "Si", "C", "C", "As", "Si", "C", "C", "C", "H", "H", "H", "H", "H", "H", "H", "H", "H", "H", "H", "H", "H", "H", "H", "H", "H", "H"], "positions_angstrom": [[0.363, -1.413, -0.054], [-1.443, 4.723, -7.775], [-1.252, 4.008, -6.895], [-1.012, 3.124, -5.801], [-2.065, 2.728, -4.975], [-1.831, 1.879, -3.914], [-0.539, 1.405, -3.657], [0.514, 1.812, -4.486], [0.282, 2.663, -5.547], [-0.291, 0.526, -2.565], [-0.045, -0.204, -1.621], [-3.064, 3.092, -5.175], [-2.640, 1.568, -3.268], [1.509, 1.443, -4.280], [1.096, 2.974, -6.186], [-0.845, -1.208, 4.565], [-0.194, -1.916, 3.370], [-1.177, -2.907, 2.735], [1.080, -2.658, 3.797], [0.190, -0.881, 2.389], [0.608, 0.130, 1.848], [-1.106, -1.935, 5.334], [-1.751, -0.688, 4.250], [-0.159, -0.477, 4.994], [-1.486, -3.656, 3.466], [-0.694, -3.416, 1.898], [-2.060, -2.384, 2.362], [0.843, -3.437, 4.523], [1.787, -1.962, 4.251], [1.556, -3.118, 2.931], [-3.374, -2.111, -1.551], [-1.650, -2.787, -0.901], [-0.996, -3.360, -2.647], [-2.199, -4.557, -0.250], [1.658, -3.082, -0.391], [-3.928, -2.915, -2.033], [-3.168, -1.328, -2.280], [-3.978, -1.691, -0.748], [-1.687, -4.063, -3.114], [-0.017, -3.824, -2.542], [-0.885, -2.479, -3.278], [-2.824, -5.055, -0.990], [-2.744, -4.490, 0.691], [-1.298, -5.150, -0.089], [2.333, 4.427, 2.945], [1.520, 2.734, 3.184], [2.550, 1.682, 4.378], [-0.193, 2.946, 3.960], [1.214, 1.733, 1.033], [3.480, 1.007, 0.694], [4.697, 2.395, 1.130], [3.887, -0.525, 1.722], [3.636, 0.614, -1.145], [2.169, 5.073, 3.808], [1.920, 4.927, 2.067], [3.408, 4.328, 2.799], [2.573, 2.121, 5.377], [3.580, 1.584, 4.033], [2.124, 0.680, 4.460], [-0.120, 3.373, 4.961], [-0.694, 1.979, 4.039], [-0.818, 3.604, 3.355], [4.779, 2.537, 2.208], [4.382, 3.342, 0.686], [5.692, 2.161, 0.751], [3.662, -0.384, 2.780], [4.941, -0.791, 1.629], [3.301, -1.371, 1.363], [3.327, 1.465, -1.756], [2.986, -0.224, -1.398], [4.657, 0.345, -1.421]], "forces_ev_per_a": [[0.12, -0.08, -0.16], [0.00, -0.03, 0.03], [-0.07, 0.26, -0.32], [0.10, -0.27, 0.40], [-0.01, 0.06, -0.12], [0.12, -0.06, 0.01], [-0.05, 0.14, -0.18], [-0.08, -0.07, 0.09], [-0.06, 0.05, -0.07], [0.06, -0.19, 0.25], [0.16, 0.23, 0.15], [0.00, 0.01, 0.00], [-0.02, 0.02, -0.01], [0.01, 0.01, -0.03], [-0.01, 0.01, -0.01], [0.06, 0.09, -0.10], [-0.03, -0.38, -0.10], [0.07, 0.07, -0.03], [0.03, 0.08, -0.03], [0.11, 0.35, 0.08], [-0.18, -0.57, -0.25], [0.00, -0.04, -0.01], [-0.02, 0.01, 0.04], [-0.01, 0.00, 0.04], [-0.01, 0.01, 0.03], [-0.02, -0.06, 0.04], [-0.04, -0.05, 0.03], [-0.06, 0.01, 0.01], [0.03, -0.03, 0.02], [0.01, 0.00, 0.00], [0.06, 0.18, 0.22], [-0.49, -0.70, -0.57], [0.13, 0.04, -0.11], [0.12, 0.10, 0.16], [-0.13, 0.29, 0.38], [0.07, -0.04, 0.00], [0.02, 0.01, 0.03], [0.03, -0.02, 0.02], [-0.10, 0.05, 0.09], [-0.02, 0.01, 0.07], [0.00, 0.02, 0.03], [0.01, 0.08, -0.05], [0.01, 0.05, -0.01], [0.00, 0.03, 0.01], [-0.10, -0.35, -0.16], [0.01, 0.26, 0.69], [-0.12, 0.08, -0.38], [0.24, -0.11, -0.37], [0.26, 0.49, 0.09], [0.75, -0.34, -0.15], [-0.48, -0.06, 0.00], [-0.29, 0.25, -0.13], [-0.18, 0.11, 0.29], [-0.06, -0.05, 0.07], [0.00, 0.06, 0.01], [-0.01, 0.02, -0.02], [-0.07, 0.10, 0.00], [0.02, -0.02, 0.03], [0.01, -0.03, 0.00], [0.09, 0.02, 0.03], [-0.04, -0.01, 0.00], [-0.03, 0.00, -0.01], [0.00, 0.01, 0.01], [0.06, 0.04, 0.00], [-0.01, -0.10, -0.07], [0.01, 0.02, -0.02], [0.06, 0.09, -0.07], [-0.04, -0.09, -0.01], [0.00, 0.02, 0.01], [-0.06, -0.08, -0.06], [0.05, 0.01, 0.10]], "e_tot_ha": -7705.61403, "s_squared": 8.79, "de_lowest_kcal_mol": 1.5, "molar_mass_g_mol": 636.52, "e_homo_ev": [-8.1, -8.2], "homo_lumo_gap_ev": [8.27, 7.31], "multiplicity": 6}